22
Properties=species:S:1:pos:R:3:mulliken_charge:R:1 method="wB97M-V/def2-TZVPD" total_energy_ha=-479.40290 gap_ev=8.48 spin_multiplicity=1 lumo_ev=0.955
C 2.50 0.92 -0.19 -0.68
H 3.67 -0.80 0.16 0.33
H -2.34 2.79 -0.76 0.24
C 0.14 0.66 0.09 0.35
H -1.45 -1.75 1.46 0.31
C 1.21 1.46 -0.24 -0.54
H 0.90 2.48 -0.56 0.32
H 1.84 -2.20 0.95 0.38
C -1.15 -1.40 0.44 0.36
C 1.56 -1.20 0.59 -0.65
H -2.19 -2.80 -0.75 0.36
C 2.65 -0.41 0.22 -0.32
C 0.25 -0.68 0.42 0.33
N -1.15 1.09 -0.19 0.08
H -2.48 2.12 0.94 0.33
H -0.75 -1.84 -1.65 0.30
H 3.34 1.34 -0.74 0.33
H -0.94 3.14 0.49 0.33
O -2.11 0.10 0.33 -0.50
C -1.22 -2.30 -0.70 -1.11
H -0.58 -3.08 -0.41 0.37
C -1.72 2.36 0.10 -0.94